1.
The following is a quantum chemistry calculation of a molecular structure, C2H3AgO, from the OMol25 dataset.

As for the total energy: -8156.2300 eV. As for the spin multiplicity: 2. As for the charge: +1.

```
7
C2H3AgO, DFT ωB97M-V/def2-TZVPD
O 0.9344 -0.8307 -0.9496
C 1.1625 -0.4993 0.1470
C 0.5474 0.0258 1.1979
H 0.5603 1.1169 1.2697
H -1.5507 1.0423 -2.5240
H 0.1270 -0.6843 1.9155
Ag -1.7810 -0.1707 -1.0566
```

How positive or negative is each atom? The Löwdin charges in e answer that: number 1, O, carries 0.07; number 2, C, carries -0.22; number 3, C, carries 0.00; number 4, H, carries 0.08; number 5, H, carries 0.18; number 6, H, carries 0.08; number 7, Ag, carries 0.81

---

2.
The following is a quantum chemistry calculation of 2 unconnected molecules or ions with the total composition C2H3BN2O3, from the OMol25 dataset.

As for the total energy: -11921.0191 eV. As for the charge: 0.

```
11
C2H3BN2O3, DFT ωB97M-V/def2-TZVPD
B 0.0988 0.7741 0.4716
C 0.3677 -2.3847 -0.5875
C -0.7189 0.2626 -2.2914
N 0.7821 -1.2850 -0.5001
N 0.7768 -0.0778 -0.4743
O -1.6711 0.6650 -1.7674
O 0.3457 2.1332 0.3963
O -0.4314 0.1721 1.5520
H 0.7177 -3.4232 -0.4795
H 0.4131 2.6214 1.2424
H -0.6806 0.5424 2.4379
```

How positive or negative is each atom? The Löwdin charges in e answer that: number 1, B, carries -0.84; number 2, C, carries 0.13; number 3, C, carries 0.04; number 4, N, carries -0.11; number 5, N, carries 0.10; number 6, O, carries 0.03; number 7, O, carries 0.14; number 8, O, carries 0.18; number 9, H, carries 0.08; number 10, H, carries 0.11; number 11, H, carries 0.14

---

3.
The following is a quantum chemistry calculation of 2 unconnected molecules or ions with the total composition C2H3Br, from the OMol25 dataset.

As for the total energy: -72162.5718 eV. As for the charge: 0.

```
6
C2H3Br, DFT ωB97M-V/def2-TZVPD
C -1.2318 -0.4359 -0.4965
C -1.1822 0.3592 0.3824
Br 2.9513 0.0811 -0.4185
H 1.7292 0.2475 0.4676
H -1.4288 -1.3243 -1.0344
H -0.8376 1.0724 1.0994
```

How positive or negative is each atom? The Löwdin charges in e answer that: number 1, C, carries -0.01; number 2, C, carries -0.02; number 3, Br, carries 0.23; number 4, H, carries -0.24; number 5, H, carries 0.02; number 6, H, carries 0.02